[1]
C23H16CoN4O2S3 | wB97M-V/def2-TZVPD

Output
Molar mass = 535.54 g mol⁻¹
Gap between HOMO and LUMO (spin up / spin down) = 3.9 / 3.7 eV
Max |F| = 5.134 eV/Å
2S+1 = 4

Positions of all 49 atoms, in Å:
1 Co -0.51 -1.49 -0.12
2 S 4.32 3.81 0.09
3 S -2.76 -5.64 0.07
4 S -6.39 -2.00 -0.05
5 O 4.48 -1.89 0.17
6 O 3.69 -4.10 -0.03
7 N 0.37 0.19 0.03
8 N 7.11 -2.87 -0.18
9 N -1.09 -3.35 -0.05
10 N -2.34 -0.47 -0.05
11 C 5.94 -3.70 -0.07
12 C -2.51 3.21 0.00
13 C -6.05 -0.30 -0.03
14 C -0.57 1.19 0.02
15 C -8.09 -1.62 0.02
16 C 5.91 1.82 -0.03
17 C 1.20 2.88 -0.02
18 C -0.15 2.55 -0.03
19 C -2.00 0.83 0.08
20 C -7.20 0.53 0.03
21 C -4.67 0.13 0.01
22 C 5.93 3.18 -0.03
23 C 1.72 0.50 -0.04
24 C 3.61 2.19 -0.01
25 C 4.64 1.24 0.01
26 C -4.30 1.51 -0.06
27 C -2.98 1.85 0.04
28 C -1.19 3.51 0.03
29 C -1.81 -4.30 0.06
30 C 2.19 1.81 -0.12
31 C -8.34 -0.28 -0.01
32 C -3.62 -0.85 0.02
33 C 4.52 -3.12 0.11
34 H 6.26 -4.30 0.66
35 H -0.93 4.56 -0.09
36 H -9.40 0.14 0.00
37 H 2.46 -0.32 -0.13
38 H 7.01 -1.92 0.24
39 H -8.88 -2.38 -0.01
40 H 6.79 3.81 0.06
41 H -7.22 1.59 0.05
42 H -3.67 -1.97 0.06
43 H 8.00 -3.29 -0.08
44 H -5.04 2.26 0.14
45 H 6.01 -4.57 -0.67
46 H 4.44 0.19 -0.07
47 H 6.79 1.24 -0.11
48 H -3.21 4.10 -0.06
49 H 1.54 3.89 0.13

And the natural (NBO) charges, in e, turn out to be:
1 Co 1.522
2 S 0.392
3 S -0.127
4 S 0.485
5 O -0.823
6 O -0.767
7 N -0.619
8 N -0.885
9 N -0.875
10 N -0.558
11 C -0.371
12 C -0.172
13 C -0.239
14 C 0.159
15 C -0.381
16 C -0.244
17 C -0.075
18 C -0.101
19 C 0.213
20 C -0.220
21 C -0.062
22 C -0.363
23 C 0.091
24 C -0.256
25 C -0.179
26 C -0.124
27 C -0.090
28 C -0.163
29 C 0.224
30 C -0.052
31 C -0.252
32 C 0.080
33 C 0.785
34 H 0.180
35 H 0.226
36 H 0.237
37 H 0.286
38 H 0.366
39 H 0.251
40 H 0.244
41 H 0.227
42 H 0.255
43 H 0.354
44 H 0.230
45 H 0.195
46 H 0.289
47 H 0.238
48 H 0.233
49 H 0.232

---

[2]
C23H16F4O2 | wB97M-V/def2-TZVPD

Output
Molar mass = 400.37 g mol⁻¹
Gap between HOMO and LUMO = 4.6 eV
Max |F| = 2.215 eV/Å

Positions of all 45 atoms, in Å:
1 F -2.67 2.77 -2.33
2 F 3.75 2.66 -2.74
3 F 5.19 -1.83 -2.19
4 F -4.13 -1.74 -2.32
5 O 0.79 -3.00 0.95
6 O -1.59 -1.40 0.80
7 C 2.13 0.97 -2.33
8 C -2.91 0.62 2.13
9 C -1.07 1.05 -1.99
10 C 2.89 -1.31 -1.93
11 C 3.46 1.33 -2.51
12 C -0.90 1.04 3.41
13 C 1.28 -1.95 1.37
14 C -3.43 0.53 -2.42
15 C -1.53 0.40 2.33
16 C -3.64 1.42 3.02
17 C -1.81 -1.27 -2.12
18 C -0.75 -0.34 -1.93
19 C -2.38 1.43 -2.25
20 C -3.11 -0.83 -2.30
21 C 0.58 -0.70 1.45
22 C 2.74 -1.90 1.81
23 C -0.86 -0.64 1.45
24 C 4.18 -0.90 -2.19
25 C -1.62 1.86 4.28
26 C 1.81 -0.37 -1.96
27 C 0.53 -0.89 -1.65
28 C 4.52 0.43 -2.46
29 C -3.00 2.04 4.10
30 H -4.45 0.86 -2.60
31 H 3.03 -2.88 2.19
32 H 2.92 -1.14 2.58
33 H 1.34 1.71 -2.46
34 H -4.71 1.55 2.85
35 H 0.51 -1.94 -1.34
36 H 1.14 0.18 1.75
37 H 5.55 0.74 -2.62
38 H -3.57 2.67 4.78
39 H 2.68 -2.35 -1.69
40 H -1.11 2.34 5.11
41 H -1.60 -2.33 -2.05
42 H -0.32 1.80 -1.77
43 H 3.37 -1.67 0.94
44 H 0.17 0.86 3.57
45 H -3.41 0.14 1.29

And the natural (NBO) charges, in e, turn out to be:
1 F -0.321
2 F -0.321
3 F -0.318
4 F -0.315
5 O -0.602
6 O -0.582
7 C -0.245
8 C -0.200
9 C -0.231
10 C -0.221
11 C 0.416
12 C -0.215
13 C 0.484
14 C -0.277
15 C -0.057
16 C -0.208
17 C -0.168
18 C -0.105
19 C 0.401
20 C 0.399
21 C -0.426
22 C -0.702
23 C 0.458
24 C 0.400
25 C -0.221
26 C -0.100
27 C 0.070
28 C -0.299
29 C -0.205
30 H 0.257
31 H 0.237
32 H 0.214
33 H 0.235
34 H 0.213
35 H 0.258
36 H 0.206
37 H 0.260
38 H 0.215
39 H 0.253
40 H 0.214
41 H 0.253
42 H 0.231
43 H 0.221
44 H 0.214
45 H 0.232

---

[3]
C23H16IN3O3 | wB97M-V/def2-TZVPD

Output
Molar mass = 509.30 g mol⁻¹
Gap between HOMO and LUMO = 7.3 eV
SMILES = O=c1c2cc(I)ccc2nc(/C=C/c2ccc3c(c2)OCO3)n1Nc1ccccc1
Max |F| = 3.916 eV/Å

Positions of all 46 atoms, in Å:
1 I 2.37 8.30 -0.83
2 O -1.36 3.97 -1.35
3 O 2.69 -5.86 0.86
4 O 1.02 -6.52 -0.52
5 N -1.74 1.36 -1.04
6 N 1.70 1.92 0.10
7 N -0.53 1.98 -0.59
8 C 0.71 -0.13 -0.32
9 C 2.19 6.17 -0.54
10 C 3.12 5.40 0.16
11 C -4.71 -0.21 1.64
12 C 1.42 -2.50 -0.18
13 C 2.95 4.03 0.41
14 C 1.81 3.34 0.02
15 C -2.41 0.54 1.31
16 C 0.95 -5.18 -0.45
17 C -5.01 0.27 0.27
18 C 1.94 -4.77 0.47
19 C 1.04 5.44 -0.82
20 C -3.43 0.07 2.09
21 C 0.63 1.32 -0.26
22 C 1.77 -1.04 -0.08
23 C 2.22 -3.39 0.56
24 C 0.11 -4.32 -1.16
25 C -3.93 0.68 -0.50
26 C 0.75 4.10 -0.49
27 C 0.43 -2.99 -1.10
28 C 1.96 -7.07 0.46
29 C -2.68 0.82 -0.05
30 C -0.46 3.35 -0.85
31 H -3.24 -0.21 3.13
32 H 3.72 3.56 1.07
33 H -2.22 1.90 -1.73
34 H -1.46 0.77 1.77
35 H 3.99 5.89 0.53
36 H 2.62 -7.86 -0.09
37 H -0.16 -2.37 -1.75
38 H -0.66 -4.79 -1.80
39 H -3.96 0.69 -1.66
40 H 1.40 -7.41 1.31
41 H 2.74 -0.84 0.41
42 H 3.06 -2.98 1.10
43 H -0.22 -0.65 -0.43
44 H 0.25 5.95 -1.23
45 H -6.01 0.01 -0.13
46 H -5.41 -0.74 2.27

And the natural (NBO) charges, in e, turn out to be:
1 I 0.158
2 O -0.596
3 O -0.496
4 O -0.499
5 N -0.439
6 N -0.470
7 N -0.272
8 C -0.279
9 C -0.149
10 C -0.211
11 C -0.225
12 C -0.106
13 C -0.213
14 C 0.150
15 C -0.264
16 C 0.261
17 C -0.177
18 C 0.228
19 C -0.198
20 C -0.201
21 C 0.419
22 C -0.069
23 C -0.216
24 C -0.263
25 C -0.266
26 C -0.118
27 C -0.185
28 C 0.241
29 C 0.157
30 C 0.637
31 H 0.213
32 H 0.231
33 H 0.412
34 H 0.226
35 H 0.219
36 H 0.195
37 H 0.224
38 H 0.235
39 H 0.212
40 H 0.166
41 H 0.223
42 H 0.224
43 H 0.216
44 H 0.226
45 H 0.223
46 H 0.220

---

[4]
C23H17Cl16FIN2O3PS | wB97M-V/def2-TZVPD

Output
Molar mass = 1145.59 g mol⁻¹
Gap between HOMO and LUMO = 7.9 eV
Max |F| = 4.644 eV/Å

Positions of all 65 atoms, in Å:
1 I 8.20 -0.98 -2.48
2 Cl 7.24 -4.67 2.66
3 Cl -6.51 3.20 1.86
4 Cl 0.25 1.71 -3.65
5 Cl 1.05 4.49 -3.59
6 Cl 8.67 -2.18 2.37
7 Cl -1.78 -6.43 -0.62
8 Cl 6.84 -2.54 4.58
9 Cl 0.04 -8.46 0.34
10 Cl -1.74 3.79 -3.93
11 Cl 5.83 -2.27 1.88
12 Cl 0.04 -7.72 -2.45
13 Cl 1.04 -5.88 -0.46
14 Cl -5.68 5.96 1.89
15 Cl -8.48 5.30 1.64
16 Cl -0.47 3.37 -1.37
17 Cl -7.10 4.87 4.15
18 S 0.15 -1.60 1.36
19 P -3.97 1.87 -0.38
20 F -2.53 -4.07 -0.82
21 O -3.89 1.36 -1.97
22 O -5.12 0.99 0.47
23 O 5.30 -0.59 -2.71
24 N 1.63 0.89 1.99
25 N -4.45 3.34 -0.40
26 C 3.72 0.34 0.85
27 C -0.22 3.34 -3.13
28 C 6.14 -0.54 -1.88
29 C -2.70 -0.98 0.24
30 C -0.17 -7.12 -0.80
31 C 2.62 -2.22 0.08
32 C -2.32 1.61 0.33
33 C -0.13 2.44 1.22
34 C 3.94 -1.83 -0.28
35 C -3.23 -2.94 -1.28
36 C -0.54 0.04 1.10
37 C -1.84 0.26 0.56
38 C -1.95 5.25 -0.02
39 C -6.94 4.83 2.38
40 C 0.34 1.13 1.44
41 C -2.44 -1.59 -1.20
42 C 1.87 -1.30 0.84
43 C 4.47 -0.57 0.07
44 C -1.41 2.65 0.66
45 C 5.89 -0.16 -0.39
46 C 2.40 -0.04 1.22
47 C 7.15 -2.91 2.88
48 C -1.79 4.15 0.45
49 H -5.78 0.77 -0.22
50 H -1.86 6.32 -0.21
51 H -2.88 -0.94 -1.99
52 H -3.53 -3.13 -2.33
53 H -1.35 -1.73 -1.32
54 H 5.98 0.95 -0.35
55 H 4.58 -2.50 -0.87
56 H -4.18 -2.88 -0.69
57 H 4.10 1.32 1.18
58 H -4.62 3.67 -1.35
59 H -2.48 -1.82 0.94
60 H 2.21 -3.19 -0.21
61 H 6.69 -0.55 0.26
62 H -3.12 1.84 -2.34
63 H -3.79 -0.79 0.31
64 H 2.10 1.79 2.02
65 H 0.54 3.27 1.47

And the natural (NBO) charges, in e, turn out to be:
1 I -0.001
2 Cl 0.056
3 Cl 0.081
4 Cl 0.039
5 Cl 0.043
6 Cl 0.048
7 Cl 0.091
8 Cl 0.054
9 Cl 0.048
10 Cl 0.030
11 Cl 0.059
12 Cl 0.049
13 Cl 0.038
14 Cl 0.057
15 Cl 0.040
16 Cl 0.085
17 Cl 0.040
18 S 0.282
19 P 2.192
20 F -0.381
21 O -0.987
22 O -0.958
23 O -0.496
24 N -0.587
25 N -1.347
26 C -0.256
27 C -0.221
28 C 0.511
29 C -0.481
30 C -0.224
31 C -0.193
32 C -0.510
33 C -0.245
34 C -0.216
35 C 0.052
36 C -0.232
37 C 0.169
38 C -0.177
39 C -0.220
40 C 0.196
41 C -0.440
42 C -0.204
43 C -0.017
44 C -0.040
45 C -0.554
46 C 0.243
47 C -0.221
48 C -0.023
49 H 0.505
50 H 0.247
51 H 0.231
52 H 0.170
53 H 0.231
54 H 0.256
55 H 0.230
56 H 0.162
57 H 0.217
58 H 0.388
59 H 0.234
60 H 0.237
61 H 0.259
62 H 0.509
63 H 0.241
64 H 0.381
65 H 0.234

---

What is the molar mass in the second record?
400.37 g mol⁻¹

---

Repeat the second record exactly.
C23H16F4O2 | wB97M-V/def2-TZVPD

Output
Molar mass = 400.37 g mol⁻¹
Gap between HOMO and LUMO = 4.6 eV
Max |F| = 2.215 eV/Å

Positions of all 45 atoms, in Å:
1 F -2.67 2.77 -2.33
2 F 3.75 2.66 -2.74
3 F 5.19 -1.83 -2.19
4 F -4.13 -1.74 -2.32
5 O 0.79 -3.00 0.95
6 O -1.59 -1.40 0.80
7 C 2.13 0.97 -2.33
8 C -2.91 0.62 2.13
9 C -1.07 1.05 -1.99
10 C 2.89 -1.31 -1.93
11 C 3.46 1.33 -2.51
12 C -0.90 1.04 3.41
13 C 1.28 -1.95 1.37
14 C -3.43 0.53 -2.42
15 C -1.53 0.40 2.33
16 C -3.64 1.42 3.02
17 C -1.81 -1.27 -2.12
18 C -0.75 -0.34 -1.93
19 C -2.38 1.43 -2.25
20 C -3.11 -0.83 -2.30
21 C 0.58 -0.70 1.45
22 C 2.74 -1.90 1.81
23 C -0.86 -0.64 1.45
24 C 4.18 -0.90 -2.19
25 C -1.62 1.86 4.28
26 C 1.81 -0.37 -1.96
27 C 0.53 -0.89 -1.65
28 C 4.52 0.43 -2.46
29 C -3.00 2.04 4.10
30 H -4.45 0.86 -2.60
31 H 3.03 -2.88 2.19
32 H 2.92 -1.14 2.58
33 H 1.34 1.71 -2.46
34 H -4.71 1.55 2.85
35 H 0.51 -1.94 -1.34
36 H 1.14 0.18 1.75
37 H 5.55 0.74 -2.62
38 H -3.57 2.67 4.78
39 H 2.68 -2.35 -1.69
40 H -1.11 2.34 5.11
41 H -1.60 -2.33 -2.05
42 H -0.32 1.80 -1.77
43 H 3.37 -1.67 0.94
44 H 0.17 0.86 3.57
45 H -3.41 0.14 1.29

And the natural (NBO) charges, in e, turn out to be:
1 F -0.321
2 F -0.321
3 F -0.318
4 F -0.315
5 O -0.602
6 O -0.582
7 C -0.245
8 C -0.200
9 C -0.231
10 C -0.221
11 C 0.416
12 C -0.215
13 C 0.484
14 C -0.277
15 C -0.057
16 C -0.208
17 C -0.168
18 C -0.105
19 C 0.401
20 C 0.399
21 C -0.426
22 C -0.702
23 C 0.458
24 C 0.400
25 C -0.221
26 C -0.100
27 C 0.070
28 C -0.299
29 C -0.205
30 H 0.257
31 H 0.237
32 H 0.214
33 H 0.235
34 H 0.213
35 H 0.258
36 H 0.206
37 H 0.260
38 H 0.215
39 H 0.253
40 H 0.214
41 H 0.253
42 H 0.231
43 H 0.221
44 H 0.214
45 H 0.232

---

Copy entry 2 word for word.
C23H16F4O2 | wB97M-V/def2-TZVPD

Output
Molar mass = 400.37 g mol⁻¹
Gap between HOMO and LUMO = 4.6 eV
Max |F| = 2.215 eV/Å

Positions of all 45 atoms, in Å:
1 F -2.67 2.77 -2.33
2 F 3.75 2.66 -2.74
3 F 5.19 -1.83 -2.19
4 F -4.13 -1.74 -2.32
5 O 0.79 -3.00 0.95
6 O -1.59 -1.40 0.80
7 C 2.13 0.97 -2.33
8 C -2.91 0.62 2.13
9 C -1.07 1.05 -1.99
10 C 2.89 -1.31 -1.93
11 C 3.46 1.33 -2.51
12 C -0.90 1.04 3.41
13 C 1.28 -1.95 1.37
14 C -3.43 0.53 -2.42
15 C -1.53 0.40 2.33
16 C -3.64 1.42 3.02
17 C -1.81 -1.27 -2.12
18 C -0.75 -0.34 -1.93
19 C -2.38 1.43 -2.25
20 C -3.11 -0.83 -2.30
21 C 0.58 -0.70 1.45
22 C 2.74 -1.90 1.81
23 C -0.86 -0.64 1.45
24 C 4.18 -0.90 -2.19
25 C -1.62 1.86 4.28
26 C 1.81 -0.37 -1.96
27 C 0.53 -0.89 -1.65
28 C 4.52 0.43 -2.46
29 C -3.00 2.04 4.10
30 H -4.45 0.86 -2.60
31 H 3.03 -2.88 2.19
32 H 2.92 -1.14 2.58
33 H 1.34 1.71 -2.46
34 H -4.71 1.55 2.85
35 H 0.51 -1.94 -1.34
36 H 1.14 0.18 1.75
37 H 5.55 0.74 -2.62
38 H -3.57 2.67 4.78
39 H 2.68 -2.35 -1.69
40 H -1.11 2.34 5.11
41 H -1.60 -2.33 -2.05
42 H -0.32 1.80 -1.77
43 H 3.37 -1.67 0.94
44 H 0.17 0.86 3.57
45 H -3.41 0.14 1.29

And the natural (NBO) charges, in e, turn out to be:
1 F -0.321
2 F -0.321
3 F -0.318
4 F -0.315
5 O -0.602
6 O -0.582
7 C -0.245
8 C -0.200
9 C -0.231
10 C -0.221
11 C 0.416
12 C -0.215
13 C 0.484
14 C -0.277
15 C -0.057
16 C -0.208
17 C -0.168
18 C -0.105
19 C 0.401
20 C 0.399
21 C -0.426
22 C -0.702
23 C 0.458
24 C 0.400
25 C -0.221
26 C -0.100
27 C 0.070
28 C -0.299
29 C -0.205
30 H 0.257
31 H 0.237
32 H 0.214
33 H 0.235
34 H 0.213
35 H 0.258
36 H 0.206
37 H 0.260
38 H 0.215
39 H 0.253
40 H 0.214
41 H 0.253
42 H 0.231
43 H 0.221
44 H 0.214
45 H 0.232

---

Copy entry 3 word for word.
C23H16IN3O3 | wB97M-V/def2-TZVPD

Output
Molar mass = 509.30 g mol⁻¹
Gap between HOMO and LUMO = 7.3 eV
SMILES = O=c1c2cc(I)ccc2nc(/C=C/c2ccc3c(c2)OCO3)n1Nc1ccccc1
Max |F| = 3.916 eV/Å

Positions of all 46 atoms, in Å:
1 I 2.37 8.30 -0.83
2 O -1.36 3.97 -1.35
3 O 2.69 -5.86 0.86
4 O 1.02 -6.52 -0.52
5 N -1.74 1.36 -1.04
6 N 1.70 1.92 0.10
7 N -0.53 1.98 -0.59
8 C 0.71 -0.13 -0.32
9 C 2.19 6.17 -0.54
10 C 3.12 5.40 0.16
11 C -4.71 -0.21 1.64
12 C 1.42 -2.50 -0.18
13 C 2.95 4.03 0.41
14 C 1.81 3.34 0.02
15 C -2.41 0.54 1.31
16 C 0.95 -5.18 -0.45
17 C -5.01 0.27 0.27
18 C 1.94 -4.77 0.47
19 C 1.04 5.44 -0.82
20 C -3.43 0.07 2.09
21 C 0.63 1.32 -0.26
22 C 1.77 -1.04 -0.08
23 C 2.22 -3.39 0.56
24 C 0.11 -4.32 -1.16
25 C -3.93 0.68 -0.50
26 C 0.75 4.10 -0.49
27 C 0.43 -2.99 -1.10
28 C 1.96 -7.07 0.46
29 C -2.68 0.82 -0.05
30 C -0.46 3.35 -0.85
31 H -3.24 -0.21 3.13
32 H 3.72 3.56 1.07
33 H -2.22 1.90 -1.73
34 H -1.46 0.77 1.77
35 H 3.99 5.89 0.53
36 H 2.62 -7.86 -0.09
37 H -0.16 -2.37 -1.75
38 H -0.66 -4.79 -1.80
39 H -3.96 0.69 -1.66
40 H 1.40 -7.41 1.31
41 H 2.74 -0.84 0.41
42 H 3.06 -2.98 1.10
43 H -0.22 -0.65 -0.43
44 H 0.25 5.95 -1.23
45 H -6.01 0.01 -0.13
46 H -5.41 -0.74 2.27

And the natural (NBO) charges, in e, turn out to be:
1 I 0.158
2 O -0.596
3 O -0.496
4 O -0.499
5 N -0.439
6 N -0.470
7 N -0.272
8 C -0.279
9 C -0.149
10 C -0.211
11 C -0.225
12 C -0.106
13 C -0.213
14 C 0.150
15 C -0.264
16 C 0.261
17 C -0.177
18 C 0.228
19 C -0.198
20 C -0.201
21 C 0.419
22 C -0.069
23 C -0.216
24 C -0.263
25 C -0.266
26 C -0.118
27 C -0.185
28 C 0.241
29 C 0.157
30 C 0.637
31 H 0.213
32 H 0.231
33 H 0.412
34 H 0.226
35 H 0.219
36 H 0.195
37 H 0.224
38 H 0.235
39 H 0.212
40 H 0.166
41 H 0.223
42 H 0.224
43 H 0.216
44 H 0.226
45 H 0.223
46 H 0.220